No. 1
ORCA calculation (the ωB97M-V functional and the def2-TZVPD basis) on a structure of composition C7H7NO.

Computed properties:
total energy: -10905.285 eV

Each line ends with the Mulliken charge.
Cartesian coordinates (Å):
C: -2.648 -0.403 0.173  -0.784
C: -0.469 1.008 -0.225  -1.110
C: 0.826 0.773 -0.338  0.401
C: 2.299 1.046 0.119  -0.198
C: 2.463 -0.366 0.071  0.419
C: 1.003 -0.647 -0.308  -0.076
C: -0.320 -1.219 -0.154  -0.530
H: -3.054 0.206 1.116  0.267
H: -3.317 0.050 -0.610  0.315
H: -2.858 -1.470 0.096  0.290
H: -1.063 1.747 -0.424  0.498
H: 3.197 1.392 -0.598  0.215
H: 2.214 1.385 1.357  0.241
H: -0.523 -2.195 -0.162  0.466
N: -1.209 -0.195 -0.104  0.199
O: 3.459 -1.114 -0.008  -0.612

=====

No. 2
ORCA calculation (the ωB97M-V functional and the def2-TZVPD basis) on a cluster of 2 separate species, C7H7NO2S in total.

Computed properties:
total energy: -23786.200 eV

Each line ends with the Mulliken charge.
Cartesian coordinates (Å):
C: 2.734 0.224 -0.174  -0.641
C: 1.905 0.495 -1.252  -0.163
C: 2.096 0.322 1.129  -0.329
C: 0.574 0.802 -1.189  -0.567
C: 0.700 0.501 1.194  -0.545
C: -0.065 0.654 0.035  1.548
C: -1.411 0.914 0.200  -0.448
N: -2.178 -1.453 -0.539  -0.098
O: -2.069 -2.011 0.765  -0.343
O: -3.424 -0.998 -0.681  -0.278
S: -2.788 1.567 0.328  -0.510
H: 3.622 -0.305 -0.367  0.400
H: 2.203 0.296 -2.261  0.317
H: 2.580 0.041 2.062  0.336
H: -0.017 0.785 -2.193  0.228
H: 0.184 0.315 2.092  0.457
H: -1.104 -1.948 0.914  0.358
H: -3.541 -0.202 -0.062  0.279

=====

No. 3
ORCA calculation (the ωB97M-V functional and the def2-TZVPD basis) on the molecule C7H7NOS.

Computed properties:
SMILES: C=C(C)C(=O)c1nccs1
total energy: -21742.621 eV

Each line ends with the Mulliken charge.
Cartesian coordinates (Å):
C: -0.627 0.779 -1.634  -0.888
C: -1.307 -0.227 -1.094  0.710
C: -2.236 -1.300 -1.606  -1.265
C: -0.704 -0.485 0.583  0.376
O: -1.360 -1.151 1.354  -0.586
C: 0.581 -0.017 0.935  0.431
N: 1.521 0.539 0.253  -0.505
C: 2.624 0.851 1.004  -0.555
C: 2.386 0.732 2.329  -0.107
S: 0.872 0.066 2.682  -0.076
H: -0.803 1.322 -2.579  0.318
H: -0.192 1.472 -0.990  0.278
H: -3.115 -1.271 -0.992  0.320
H: -2.397 -1.042 -2.600  0.386
H: -1.973 -2.286 -1.441  0.333
H: 3.548 1.161 0.700  0.477
H: 3.181 0.858 3.096  0.351

=====

Let's list molar mass in order: 121.14; 169.21; 153.21 g/mol.
Let's list relative energy (zero: lowest compared OMol25 entry of this formula, charge and spin) in order: 93.47; 114.95; 38.30 kcal per mole.